Record 1
# C21H24N2OP2SW

A molecular structure, C21H24N2OP2SW in a non-equilibrium geometry (wB97M-V/def2-TZVPD, the Open Molecules 2025 dataset).

```
52
C21H24N2OP2SW, DFT wB97M-V/def2-TZVPD
C 2.25 -0.86 -3.29
C 1.82 -0.45 -2.02
C 0.54 0.15 -1.91
C -0.33 0.26 -3.01
C 0.16 -0.14 -4.25
C 1.42 -0.71 -4.40
C -1.71 0.90 -2.89
C -1.73 1.81 -1.68
C -0.80 1.70 -0.64
C -0.80 2.55 0.49
C -1.79 3.53 0.56
C -2.68 3.69 -0.50
C -2.62 2.88 -1.63
H 3.24 -1.30 -3.39
H -0.52 -0.04 -5.10
H 1.75 -1.06 -5.38
H -1.80 1.52 -3.78
H -1.94 4.11 1.47
H -3.48 4.45 -0.45
H -3.25 3.07 -2.51
N 0.02 0.52 -0.64
W -0.18 -0.78 0.83
C 2.68 -0.70 -0.79
H 2.88 0.20 -0.19
H 3.64 -1.17 -1.04
C 0.08 2.28 1.68
H 1.14 2.24 1.42
H -0.05 3.01 2.47
P 1.83 -1.92 0.32
P -0.35 0.70 2.53
C -2.02 0.84 3.13
H -2.24 -0.06 3.71
H -2.05 1.74 3.76
H -2.74 0.90 2.30
C 0.78 0.39 3.87
H 0.65 1.18 4.61
H 0.54 -0.59 4.31
H 1.82 0.36 3.52
C 1.57 -3.39 -0.69
H 2.53 -3.85 -0.94
H 0.96 -4.10 -0.11
H 1.03 -3.13 -1.61
C 2.89 -2.37 1.71
H 2.34 -3.10 2.33
H 3.82 -2.83 1.34
H 3.12 -1.48 2.32
C -2.20 -0.54 0.38
O -3.27 -0.41 -0.09
H -2.59 0.26 -3.02
S -2.05 -4.53 3.07
C -1.47 -3.32 2.22
N -0.90 -2.43 1.64
```

Summary:
* E_tot: -2146.82268 Eh
* 2S+1: 3
* HOMO energy (alpha / beta): -0.5244 / -0.5264 Ha
* gap between HOMO and LUMO (alpha / beta): 6.4 / 5.6 eV
* largest force on an atom: 7.15 eV Å⁻¹
* relative energy (zero: lowest compared OMol25 entry of this formula, charge and spin): 0.224 eV
* charge: +2
* LUMO (alpha / beta): -7.902 / -8.734 eV

***

Record 2
# C21H24N3O

A gas-phase ion, C21H24N3O (charge +1) in a non-equilibrium geometry (wB97M-V/def2-TZVPD, the Open Molecules 2025 dataset).

```
49
C21H24N3O, DFT wB97M-V/def2-TZVPD
O -0.38 0.87 1.44
C 0.68 0.11 0.94
C 1.79 0.35 1.68
C 0.83 -0.63 -0.31
C 0.23 2.81 4.67
C 1.54 2.69 4.65
C 3.59 -0.92 -2.90
C 4.71 -0.76 -2.01
C -0.49 2.35 3.56
C 2.24 1.93 3.70
C 2.35 -0.89 -2.31
C 4.56 -0.60 -0.61
C 0.09 1.49 2.62
C 1.45 1.27 2.77
C 2.17 -0.69 -0.89
C 3.27 -0.60 0.00
N 3.03 -0.28 1.31
N -4.03 0.06 -2.25
N -0.14 -1.05 -1.14
C 3.64 -1.17 2.34
C -4.18 -0.11 -3.69
C -4.85 1.03 -1.44
C -4.11 -1.28 -1.47
C -1.60 -0.63 -1.05
C -2.63 -1.74 -1.54
H -0.11 3.51 5.48
H 2.17 3.00 5.47
H 3.57 -1.22 -4.04
H 5.72 -0.98 -2.45
H -1.57 2.44 3.53
H 3.33 1.77 3.90
H 1.51 -1.11 -2.89
H 5.42 -0.47 0.04
H 0.14 -1.75 -1.87
H 2.91 -1.80 2.90
H 4.42 -1.89 1.98
H 4.10 -0.51 3.10
H -3.72 0.83 -4.17
H -3.61 -1.04 -4.04
H -5.31 -0.24 -3.92
H -5.93 0.79 -1.63
H -4.57 2.04 -1.73
H -4.68 1.02 -0.36
H -4.37 -1.16 -0.42
H -4.78 -2.00 -2.02
H -1.68 0.30 -1.67
H -1.85 -0.29 0.03
H -2.46 -2.62 -0.88
H -2.43 -2.24 -2.41
```

Summary:
* E_tot: -1053.77316 Eh
* SMILES: CN(C)CCC/[NH+]=c1/c2ccccc2n(C)c2c1oc1ccccc12
* HOMO energy: -0.3908 Ha
* gap between HOMO and LUMO: 6.4 eV
* largest force on an atom: 5.34 eV Å⁻¹
* relative energy (zero: lowest compared OMol25 entry of this formula, charge and spin): 0.000 eV
* charge: +1
* LUMO: -4.274 eV

***

Record 3
# C21H24N4O2S

A single C21H24N4O2S molecule in a non-equilibrium geometry (wB97M-V/def2-TZVPD, the Open Molecules 2025 dataset).

```
52
C21H24N4O2S, DFT wB97M-V/def2-TZVPD
C -0.41 -2.23 -7.04
N 0.08 -2.21 -5.68
C 1.17 -1.56 -5.22
N 1.35 -1.75 -3.94
C 0.33 -2.56 -3.55
C -0.47 -2.85 -4.62
H -1.35 -3.45 -4.68
S 0.09 -3.17 -1.89
O 1.18 -4.03 -1.53
O -1.24 -3.72 -1.85
N 0.09 -1.75 -1.00
C 1.43 -1.22 -0.82
C 1.33 0.16 -0.16
N 0.66 0.02 1.11
C -0.69 -0.49 0.91
C -0.60 -1.87 0.27
H -1.59 -2.28 0.07
H -0.05 -2.55 0.94
H -1.19 -0.56 1.87
H -1.28 0.17 0.24
C 0.75 1.21 1.97
C 0.45 0.85 3.41
C 0.59 -0.45 3.86
C 0.35 -0.77 5.19
C -0.02 0.22 6.08
C -0.14 1.53 5.65
C 0.10 1.84 4.32
H 0.01 2.87 3.99
H -0.41 2.31 6.34
H -0.21 -0.03 7.12
H 0.45 -1.79 5.52
H 0.89 -1.22 3.16
C -0.08 2.36 1.45
C 0.50 3.32 0.63
C -0.25 4.34 0.08
C -1.61 4.42 0.34
C -2.20 3.47 1.16
C -1.45 2.45 1.70
H -1.92 1.72 2.35
H -3.26 3.52 1.37
H -2.20 5.21 -0.09
H 0.22 5.08 -0.55
H 1.56 3.27 0.42
H 1.81 1.51 1.93
H 2.34 0.54 0.01
H 0.80 0.84 -0.84
H 1.88 -1.14 -1.81
H 2.03 -1.89 -0.20
H 1.81 -0.96 -5.83
H -0.33 -3.24 -7.45
H -1.46 -1.93 -7.06
H 0.18 -1.55 -7.64
```

Summary:
* E_tot: -1582.30463 Eh
* SMILES: Cn1cnc(S(=O)(=O)N2CCN(C(c3ccccc3)c3ccccc3)CC2)c1
* HOMO energy: -0.3176 Ha
* gap between HOMO and LUMO: 9.2 eV
* largest force on an atom: 1.03 eV Å⁻¹
* relative energy (zero: lowest compared OMol25 entry of this formula, charge and spin): 2.922 eV
* charge: 0
* LUMO: 0.581 eV

***

Record 4
# C21H24N4O4

A single C21H24N4O4 molecule in a non-equilibrium geometry (wB97M-V/def2-TZVPD, the Open Molecules 2025 dataset).

```
53
C21H24N4O4, DFT wB97M-V/def2-TZVPD
N -1.10 -4.12 -0.04
C -2.11 -3.29 -0.36
O -3.05 -3.10 0.39
C -2.01 -2.61 -1.72
H -2.94 -2.83 -2.26
H -1.17 -2.99 -2.29
C -1.90 -1.08 -1.58
N -2.98 -0.58 -0.76
C -3.36 0.72 -0.82
O -2.84 1.51 -1.59
C -4.47 1.09 0.10
C -4.72 0.43 1.30
C -5.76 0.85 2.12
C -6.56 1.92 1.74
C -6.30 2.59 0.56
C -5.26 2.18 -0.25
H -5.04 2.69 -1.18
H -6.92 3.43 0.26
H -7.37 2.23 2.38
H -5.95 0.33 3.05
H -4.10 -0.39 1.62
H -3.40 -1.24 -0.12
C -0.56 -0.66 -1.01
C -0.16 -1.01 0.25
C 1.07 -0.62 0.78
C 1.93 0.24 0.04
N 3.09 0.69 0.54
H 3.33 0.34 1.47
C 4.08 1.49 -0.15
C 5.10 1.99 0.87
H 4.65 2.17 1.85
H 5.55 2.91 0.52
C 6.16 0.88 0.90
H 5.78 0.02 1.46
H 7.09 1.20 1.36
C 6.31 0.54 -0.58
H 6.97 1.27 -1.05
H 6.74 -0.45 -0.73
C 4.90 0.64 -1.15
H 4.44 -0.34 -1.25
H 4.90 1.10 -2.14
H 3.57 2.32 -0.64
C 1.50 0.58 -1.26
C 0.31 0.15 -1.77
H 0.01 0.45 -2.76
H 2.13 1.21 -1.87
N 1.42 -1.14 2.04
O 0.71 -2.01 2.52
O 2.43 -0.74 2.61
H -0.80 -1.61 0.89
H -2.00 -0.62 -2.57
H -1.09 -4.53 0.88
H -0.28 -4.21 -0.61
```

Summary:
* E_tot: -1334.59986 Eh
* SMILES: NC(=O)C[C@@H](NC(=O)c1ccccc1)c1ccc(NC2CCCC2)c([N+](=O)[O-])c1
* HOMO energy: -0.2987 Ha
* gap between HOMO and LUMO: 7.7 eV
* largest force on an atom: 1.38 eV Å⁻¹
* relative energy (zero: lowest compared OMol25 entry of this formula, charge and spin): 3.200 eV
* charge: 0
* LUMO: -0.394 eV

***

Record 5
# C21H24O4

A single C21H24O4 molecule in a non-equilibrium geometry (wB97M-V/def2-TZVPD, the Open Molecules 2025 dataset).

```
49
C21H24O4, DFT wB97M-V/def2-TZVPD
C -0.75 3.00 1.57
H -0.74 3.47 0.59
H 0.08 3.39 2.15
H -1.68 3.26 2.08
C -0.62 1.47 1.44
C -1.66 0.86 0.52
C -2.82 1.51 0.13
C -3.75 0.88 -0.66
C -3.57 -0.44 -1.08
C -2.41 -1.10 -0.69
C -1.47 -0.45 0.09
H -0.58 -0.98 0.38
H -2.21 -2.12 -1.00
O -4.56 -0.96 -1.86
C -4.52 -2.31 -2.24
C -4.90 -3.24 -1.10
C -6.29 -3.60 -0.85
H -6.62 -3.83 0.15
H -7.06 -3.22 -1.52
O -5.39 -4.50 -1.43
H -4.22 -3.21 -0.24
H -5.26 -2.41 -3.04
H -3.54 -2.59 -2.64
H -4.65 1.39 -0.97
H -3.00 2.53 0.43
C 0.76 1.19 0.87
C 1.81 0.67 1.60
C 3.06 0.46 1.04
C 3.29 0.77 -0.29
C 2.24 1.31 -1.04
C 1.00 1.51 -0.47
H 0.20 1.91 -1.07
H 2.42 1.55 -2.08
O 4.46 0.60 -0.97
C 5.55 0.01 -0.31
C 6.20 0.94 0.71
C 7.09 0.43 1.76
H 7.16 0.95 2.71
H 7.31 -0.63 1.79
O 7.58 1.12 0.65
H 5.63 1.85 0.91
H 5.25 -0.93 0.17
H 6.28 -0.21 -1.09
H 3.85 0.05 1.66
H 1.68 0.41 2.64
C -0.83 0.86 2.83
H -0.64 -0.21 2.82
H -1.86 1.02 3.14
H -0.17 1.32 3.57
```

Summary:
* E_tot: -1115.46866 Eh
* SMILES: CC(C)(c1ccc(OC[C@H]2CO2)cc1)c1ccc(OC[C@H]2CO2)cc1
* HOMO energy: -0.3015 Ha
* gap between HOMO and LUMO: 8.9 eV
* largest force on an atom: 1.43 eV Å⁻¹
* relative energy (zero: lowest compared OMol25 entry of this formula, charge and spin): 3.021 eV
* charge: 0
* LUMO: 0.696 eV

***

Record 6
# C21H25Cl9N4O5V

A molecular structure, C21H25Cl9N4O5V in a non-equilibrium geometry (wB97M-V/def2-TZVPD, the Open Molecules 2025 dataset).

```
65
C21H25Cl9N4O5V, DFT wB97M-V/def2-TZVPD
O 3.33 -2.30 -2.68
V 3.34 -2.27 -1.03
C 2.27 -2.39 3.07
C 3.16 -1.50 2.19
C 4.05 -0.73 3.12
O 3.84 -2.20 1.14
H 2.58 -3.42 3.25
H 1.32 -2.29 2.54
H 2.13 -2.01 4.08
H 2.56 -0.74 1.69
H 3.48 -0.25 3.91
H 4.54 0.04 2.53
H 4.82 -1.32 3.63
N 1.00 0.25 -1.26
O 0.65 0.60 -2.35
O 0.59 0.78 -0.27
O 1.85 -0.64 -1.09
N -2.49 0.22 4.19
C -1.44 -0.12 3.39
C -1.53 -0.59 2.08
C -2.80 -0.73 1.50
C -3.91 -0.33 2.26
C -3.68 0.12 3.56
H -0.46 0.16 3.76
H -0.66 -0.72 1.45
H -3.06 -0.99 0.49
H -4.87 -0.49 1.79
H -4.42 0.43 4.28
N -3.34 4.42 -0.99
C -2.42 3.44 -1.22
C -1.06 3.71 -1.55
C -0.56 4.98 -1.34
C -1.49 6.03 -1.20
C -2.83 5.67 -0.92
H -2.68 2.41 -1.03
H -0.43 2.88 -1.84
H 0.48 5.16 -1.56
H -1.41 7.10 -1.13
H -3.55 6.42 -0.63
N 1.51 -3.54 -0.90
C 0.55 -3.15 0.00
C -0.56 -3.89 0.41
C -0.72 -5.20 0.02
C 0.08 -5.63 -1.04
C 1.16 -4.81 -1.42
H 0.62 -2.17 0.43
H -1.15 -3.44 1.20
H -1.42 -5.88 0.49
H 0.03 -6.65 -1.39
H 1.72 -5.07 -2.30
C 1.40 3.01 2.18
Cl 2.77 3.14 1.03
Cl 0.95 4.69 2.75
Cl 1.71 2.00 3.56
H 0.53 2.64 1.64
C 1.51 1.75 -5.45
Cl -0.25 1.97 -5.72
Cl 2.13 2.77 -4.11
Cl 2.44 1.88 -6.93
H 1.70 0.74 -5.08
C -2.59 -0.65 -3.44
Cl -2.13 -2.01 -2.45
Cl -4.18 -0.16 -2.84
Cl -2.89 -1.26 -5.07
H -1.88 0.17 -3.36
```

Summary:
* E_tot: -6495.89951 Eh
* 2S+1: 2
* HOMO energy (alpha / beta): -0.3298 / -0.3298 Ha
* gap between HOMO and LUMO (alpha / beta): 6.4 / 6.9 eV
* largest force on an atom: 4.76 eV Å⁻¹
* relative energy (zero: lowest compared OMol25 entry of this formula, charge and spin): 6.457 eV
* charge: 0
* LUMO (alpha / beta): -2.621 / -2.026 eV